{"formula": "C36H32BrN5O5RuS", "method": "wB97M-V/def2-TZVPD", "e_homo_ev": [-9.703, -9.699], "homo_lumo_gap_ev": [6.01, 2.95], "spin_multiplicity": 2, "charge": 1, "s2": 0.786, "relative_energy_ev": 2.6608, "elements": ["Ru", "O", "C", "O", "C", "C", "C", "C", "C", "C", "C", "C", "C", "N", "H", "H", "H", "H", "H", "H", "C", "O", "C", "C", "C", "Br", "C", "C", "C", "O", "C", "N", "C", "C", "C", "C", "C", "C", "N", "H", "H", "H", "H", "H", "H", "H", "H", "H", "H", "H", "C", "C", "N", "C", "C", "C", "S", "N", "C", "O", "C", "C", "C", "C", "C", "C", "H", "H", "H", "H", "H", "H", "H", "H", "H", "H", "H", "H", "H", "H", "H"], "positions_angstrom": [[-0.68, -0.37, 0.38], [0.24, -3.76, -1.18], [-0.03, -3.00, -0.27], [-1.15, -2.36, -0.12], [1.03, -2.62, 0.72], [1.87, -3.59, 1.28], [2.80, -3.20, 2.20], [2.97, -1.82, 2.46], [3.96, -1.35, 3.35], [4.17, -0.01, 3.51], [3.41, 0.91, 2.76], [2.42, 0.49, 1.92], [2.15, -0.89, 1.78], [1.12, -1.32, 0.98], [1.73, -4.62, 0.99], [3.42, -3.92, 2.71], [4.56, -2.07, 3.88], [4.94, 0.35, 4.18], [3.60, 1.97, 2.86], [1.84, 1.19, 1.34], [-3.68, 0.68, 0.59], [-2.66, 0.22, -0.31], [-2.67, 0.64, -1.60], [-3.63, 1.48, -2.14], [-3.54, 1.84, -3.49], [-4.85, 3.00, -4.20], [-2.53, 1.38, -4.29], [-1.56, 0.52, -3.74], [-1.64, 0.16, -2.40], [-0.68, -0.66, -1.83], [-0.52, 0.03, -4.60], [-0.43, 0.37, -5.91], [0.61, -0.28, -6.39], [1.16, -0.29, -7.71], [2.24, -1.07, -7.93], [2.82, -1.86, -6.88], [2.32, -1.88, -5.58], [1.22, -1.08, -5.36], [0.46, -0.84, -4.25], [-4.65, 0.34, 0.24], [-3.64, 1.77, 0.68], [-3.44, 0.22, 1.55], [-4.44, 1.87, -1.54], [-2.47, 1.66, -5.33], [-1.09, -1.55, -1.60], [0.71, 0.32, -8.48], [2.69, -1.11, -8.91], [3.68, -2.47, -7.11], [2.77, -2.49, -4.81], [0.58, -1.23, -3.32], [0.35, 5.33, 1.38], [-0.94, 4.61, 1.77], [-0.73, 3.51, 2.71], [-0.70, 3.83, 4.15], [0.71, 3.97, 4.71], [-0.49, 2.26, 2.30], [-0.36, 1.93, 0.61], [-0.25, 1.36, 3.27], [-0.55, 0.09, 3.21], [-1.26, -0.49, 2.31], [0.00, -0.78, 4.29], [-0.19, -2.16, 4.20], [0.40, -3.00, 5.14], [1.17, -2.47, 6.16], [1.36, -1.09, 6.25], [0.78, -0.25, 5.31], [0.14, 6.10, 0.65], [1.06, 4.62, 0.94], [0.82, 5.80, 2.25], [-1.42, 4.21, 0.88], [-1.63, 5.31, 2.24], [-1.24, 3.06, 4.69], [-1.24, 4.77, 4.27], [1.26, 3.03, 4.58], [0.67, 4.20, 5.77], [1.26, 4.77, 4.21], [-0.79, -2.56, 3.39], [0.24, -4.07, 5.07], [1.63, -3.12, 6.89], [1.96, -0.68, 7.05], [0.92, 0.82, 5.37]]}

***

{"formula": "C5H6S2", "method": "wB97M-V/def2-TZVPD", "e_homo_ev": -7.412, "homo_lumo_gap_ev": 7.45, "charge": 0, "relative_energy_ev": 2.6814, "elements": ["C", "C", "C", "C", "C", "S", "S", "H", "H", "H", "H", "H", "H"], "positions_angstrom": [[-0.28, 1.18, 0.04], [-1.59, 1.54, 0.16], [1.17, -0.91, 0.72], [1.24, -0.84, -0.75], [0.10, -0.19, -0.01], [-2.87, 0.42, 0.05], [-1.84, -1.34, -0.08], [0.50, 1.85, 0.13], [-2.04, 2.46, -0.06], [0.97, -1.79, 1.16], [1.88, -0.40, 1.18], [1.89, -0.17, -1.17], [0.87, -1.82, -1.38]]}

***

{"formula": "C6H10O", "method": "wB97M-V/def2-TZVPD", "e_homo_ev": -8.888, "smiles": "C[C@@H]1C[C@@H]2C[C@@H]2O1", "homo_lumo_gap_ev": 9.98, "charge": 0, "relative_energy_ev": 1.6628, "elements": ["C", "C", "O", "C", "C", "C", "C", "H", "H", "H", "H", "H", "H", "H", "H", "H", "H"], "positions_angstrom": [[0.70, 1.76, -0.60], [0.70, 0.25, -0.87], [1.36, -0.42, 0.23], [0.42, -1.17, 0.97], [-0.91, -1.03, 0.35], [-0.77, -0.23, 1.60], [-0.59, -0.55, -1.03], [1.74, 2.08, -0.51], [0.19, 2.03, 0.32], [0.24, 2.31, -1.43], [1.29, 0.10, -1.78], [-0.24, -1.50, -1.45], [0.89, -2.08, 1.34], [-1.59, -1.87, 0.46], [-0.42, 0.79, 1.66], [-1.61, -0.39, 2.31], [-1.40, -0.09, -1.59]]}

***

{"formula": "C34H80O7Si3", "method": "wB97M-V/def2-TZVPD", "e_homo_ev": -8.311, "homo_lumo_gap_ev": 8.55, "charge": 0, "elements": ["C", "Si", "C", "C", "C", "C", "C", "C", "C", "C", "C", "Si", "O", "Si", "C", "C", "C", "C", "C", "C", "H", "H", "H", "H", "H", "H", "H", "H", "H", "H", "H", "H", "H", "H", "H", "H", "H", "H", "H", "H", "H", "H", "H", "H", "H", "H", "H", "H", "H", "H", "H", "H", "C", "C", "C", "O", "H", "H", "H", "H", "H", "H", "H", "H", "C", "C", "C", "O", "H", "H", "H", "H", "H", "H", "H", "H", "C", "C", "C", "O", "H", "H", "H", "H", "H", "H", "H", "H", "C", "C", "C", "O", "H", "H", "H", "H", "H", "H", "H", "H", "C", "C", "C", "O", "H", "H", "H", "H", "H", "H", "H", "H", "C", "C", "C", "O", "H", "H", "H", "H", "H", "H", "H", "H"], "positions_angstrom": [[-3.62, 0.40, -0.78], [-3.77, -0.72, -2.39], [-5.60, -0.45, -3.02], [-2.54, -0.22, -3.78], [-1.00, -0.06, -3.19], [-0.06, -1.34, -3.64], [1.01, -1.84, -2.50], [1.74, -0.64, -1.66], [1.04, -0.33, -0.18], [1.34, 1.22, 0.29], [0.21, 2.28, -0.24], [-0.64, 3.28, 1.21], [-0.20, 4.98, 0.94], [-0.58, 5.74, 2.51], [-3.60, -2.54, -1.77], [-2.41, -2.91, -0.66], [-2.18, -4.40, -0.01], [-3.20, -5.61, -0.50], [-4.38, -5.31, -1.63], [-4.57, -3.80, -2.26], [-3.99, 1.50, -1.02], [-2.54, 0.40, -0.33], [-4.40, -0.02, 0.02], [-5.98, 0.61, -2.66], [-5.59, -0.49, -4.19], [-6.28, -1.25, -2.50], [-2.94, 0.80, -4.25], [-2.53, -1.06, -4.61], [-0.54, 0.93, -3.66], [-1.10, 0.03, -2.03], [-0.81, -2.25, -3.81], [0.43, -1.13, -4.69], [0.54, -2.67, -1.80], [1.88, -2.40, -3.10], [1.92, 0.36, -2.29], [2.84, -1.03, -1.40], [-0.11, -0.52, -0.17], [1.51, -1.06, 0.63], [2.38, 1.52, -0.22], [1.53, 1.31, 1.45], [0.78, 3.06, -0.94], [-0.67, 1.81, -0.86], [-0.22, 2.76, 2.51], [-2.11, 3.19, 1.09], [-2.04, 5.53, 2.70], [-0.26, 7.15, 2.35], [0.21, 5.06, 3.54], [-1.69, -2.02, -0.33], [-1.33, -4.62, 0.77], [-3.05, -6.68, 0.00], [-5.10, -6.20, -1.96], [-5.41, -3.57, -3.07], [3.99, -0.76, -6.28], [3.92, -0.55, -4.77], [5.07, 0.32, -4.29], [3.98, -1.81, -4.11], [4.92, -1.27, -6.56], [3.17, -1.41, -6.61], [3.93, 0.19, -6.81], [2.97, -0.09, -4.51], [6.04, -0.14, -4.50], [5.02, 0.46, -3.20], [5.04, 1.31, -4.76], [4.83, -2.23, -4.34], [-0.83, -2.34, 3.21], [-1.22, -3.38, 4.25], [-0.76, -2.98, 5.64], [-0.63, -4.64, 3.91], [0.26, -2.23, 3.17], [-1.15, -2.65, 2.21], [-1.27, -1.37, 3.44], [-2.31, -3.52, 4.25], [0.33, -2.88, 5.68], [-1.04, -3.74, 6.38], [-1.20, -2.02, 5.94], [0.33, -4.53, 3.91], [3.44, -0.57, 3.20], [2.79, -0.18, 4.51], [3.21, 1.21, 4.95], [3.15, -1.12, 5.52], [4.53, -0.58, 3.29], [3.14, -1.58, 2.90], [3.17, 0.12, 2.40], [1.70, -0.22, 4.41], [4.29, 1.27, 5.10], [2.74, 1.47, 5.90], [2.92, 1.96, 4.20], [4.12, -1.09, 5.62], [0.52, 1.01, 9.36], [0.89, 2.38, 8.81], [-0.07, 3.45, 9.31], [0.86, 2.35, 7.39], [-0.48, 0.71, 9.03], [1.22, 0.25, 8.98], [0.55, 1.00, 10.45], [1.91, 2.64, 9.12], [-1.10, 3.24, 8.98], [0.19, 4.43, 8.90], [-0.06, 3.51, 10.40], [-0.04, 2.12, 7.11], [-5.34, 5.09, 1.44], [-5.26, 3.94, 2.43], [-6.53, 3.84, 3.26], [-4.15, 4.13, 3.29], [-5.45, 6.05, 1.95], [-4.42, 5.15, 0.85], [-6.18, 4.96, 0.75], [-5.10, 3.00, 1.89], [-6.69, 4.76, 3.85], [-6.46, 3.02, 3.98], [-7.41, 3.68, 2.63], [-4.28, 4.97, 3.77], [5.59, -2.74, -11.09], [4.93, -2.35, -9.78], [3.63, -1.59, -10.01], [5.82, -1.54, -9.02], [5.84, -1.84, -11.68], [6.53, -3.27, -10.91], [4.93, -3.37, -11.69], [4.73, -3.26, -9.19], [3.82, -0.66, -10.56], [3.18, -1.31, -9.06], [2.92, -2.20, -10.58], [6.01, -0.74, -9.53]]}

***

{"formula": "C2H6O2P", "method": "wB97M-V/def2-TZVPD", "e_homo_ev": [-3.947, -3.946], "homo_lumo_gap_ev": [8.16, 8.16], "charge": -1, "relative_energy_ev": 3.3450, "elements": ["C", "C", "O", "O", "P", "H", "H", "H", "H", "H", "H"], "positions_angstrom": [[-0.77, -1.41, 0.84], [-0.31, 0.68, -1.00], [1.20, -1.70, -1.16], [1.81, 0.81, 0.96], [0.53, -0.89, -0.12], [-0.36, -2.26, 1.39], [-0.97, -0.60, 1.53], [-0.11, 1.56, -0.23], [0.08, 0.93, -1.94], [-1.35, 0.52, -0.91], [2.11, 1.08, 0.11]]}

***

{"formula": "C41H38CdN12O5S2", "method": "wB97M-V/def2-TZVPD", "e_homo_ev": [-0.624, 0.440], "homo_lumo_gap_ev": [4.03, 2.97], "charge": -2, "relative_energy_ev": 18.8033, "elements": ["Cd", "N", "C", "C", "O", "O", "H", "H", "H", "H", "S", "C", "N", "C", "C", "N", "C", "C", "C", "C", "C", "C", "C", "C", "S", "C", "C", "C", "C", "C", "C", "C", "H", "H", "H", "H", "H", "H", "H", "H", "H", "H", "H", "H", "H", "H", "H", "H", "H", "H", "C", "N", "C", "N", "C", "N", "C", "C", "C", "C", "C", "C", "C", "N", "N", "C", "O", "C", "C", "C", "C", "C", "C", "N", "C", "N", "C", "N", "C", "H", "H", "H", "H", "H", "H", "H", "H", "H", "H", "H", "H", "H", "H", "H", "H", "O", "C", "N", "O"], "positions_angstrom": [[1.31, 2.00, 0.53], [2.10, 3.77, 1.23], [3.39, 3.82, 1.88], [3.79, 2.33, 2.03], [4.85, 2.11, 2.67], [2.96, 1.54, 1.48], [1.89, 4.58, 0.35], [1.21, 4.17, 1.84], [3.32, 4.31, 2.86], [4.13, 4.34, 1.26], [0.46, 3.52, -1.08], [1.03, 2.71, -2.44], [0.39, 2.70, -3.69], [1.13, 2.23, -4.85], [1.85, 0.94, -4.52], [2.78, 1.13, -3.41], [4.00, 0.32, -3.44], [3.77, -1.15, -3.15], [3.46, -2.05, -4.18], [3.26, -3.40, -3.91], [3.35, -3.87, -2.60], [3.65, -2.99, -1.56], [3.86, -1.64, -1.84], [2.37, 1.91, -2.31], [3.22, 2.05, -0.88], [-0.99, 3.17, -3.92], [-1.90, 2.01, -4.28], [-2.08, 0.94, -3.38], [-2.91, -0.13, -3.72], [-3.56, -0.15, -4.95], [-3.40, 0.91, -5.84], [-2.57, 1.99, -5.51], [1.85, 3.02, -5.11], [0.46, 2.09, -5.70], [2.40, 0.61, -5.41], [1.14, 0.16, -4.23], [4.75, 0.71, -2.75], [4.46, 0.43, -4.43], [3.40, -1.70, -5.21], [3.02, -4.09, -4.72], [3.19, -4.92, -2.39], [3.73, -3.35, -0.54], [4.10, -0.97, -1.01], [-0.95, 3.90, -4.73], [-1.41, 3.68, -3.06], [-1.58, 0.94, -2.42], [-3.03, -0.95, -3.02], [-4.20, -0.99, -5.21], [-3.92, 0.90, -6.80], [-2.46, 2.80, -6.22], [-4.20, 0.68, 0.08], [-2.77, 0.82, -0.11], [-1.87, 1.36, 0.76], [-0.66, 1.25, 0.27], [-0.87, 0.67, -0.95], [-2.15, 0.40, -1.24], [-4.59, -0.70, 0.55], [-5.66, -1.38, -0.04], [-6.02, -2.66, 0.39], [-5.32, -3.28, 1.43], [-4.25, -2.62, 2.05], [-3.91, -1.33, 1.61], [-3.48, -3.28, 3.09], [-3.57, -4.49, 3.61], [-2.51, -4.62, 4.50], [-1.87, -3.47, 4.48], [-2.43, -2.57, 3.62], [-0.64, -3.05, 5.14], [0.21, -4.00, 5.71], [1.41, -3.61, 6.31], [1.77, -2.26, 6.35], [0.94, -1.28, 5.79], [1.32, 0.18, 5.89], [1.04, 0.94, 4.68], [1.51, 0.73, 3.42], [1.09, 1.69, 2.63], [0.38, 2.49, 3.47], [0.30, 2.07, 4.73], [-0.28, -1.69, 5.20], [-4.67, 0.92, -0.88], [-4.52, 1.43, 0.81], [-2.14, 1.77, 1.72], [-0.08, 0.44, -1.64], [-6.22, -0.93, -0.86], [-6.85, -3.18, -0.08], [-5.60, -4.28, 1.74], [-3.09, -0.81, 2.10], [-0.05, -5.06, 5.68], [2.06, -4.36, 6.75], [2.70, -1.98, 6.83], [2.40, 0.29, 6.07], [0.78, 0.64, 6.72], [2.12, -0.12, 3.14], [-0.10, 3.41, 3.15], [-0.95, -0.94, 4.79], [2.32, -2.39, 0.61], [2.06, -1.25, 0.59], [1.78, -0.03, 0.57], [0.05, 3.05, 1.06]]}

***

{"formula": "C34H48N3PPb", "method": "wB97M-V/def2-TZVPD", "e_homo_ev": [2.297, 1.674], "homo_lumo_gap_ev": [2.26, 2.91], "charge": -2, "elements": ["Pb", "N", "N", "C", "C", "C", "C", "H", "H", "H", "C", "C", "H", "H", "H", "C", "C", "H", "H", "H", "C", "H", "H", "H", "C", "H", "H", "H", "C", "H", "C", "H", "C", "H", "C", "H", "C", "C", "H", "C", "C", "H", "C", "H", "N", "C", "C", "C", "H", "C", "C", "H", "H", "H", "C", "H", "C", "C", "H", "H", "H", "C", "H", "H", "H", "C", "C", "P", "C", "C", "C", "C", "H", "H", "H", "H", "H", "H", "H", "H", "H", "H", "H", "H", "H", "H", "H"], "positions_angstrom": [[-0.31, -0.15, 0.66], [-2.81, 0.35, 3.27], [-2.77, -0.13, -0.75], [1.44, -2.64, 0.24], [0.25, -3.15, 0.83], [0.18, -2.67, 2.18], [-0.93, -2.85, 3.14], [-1.61, -3.64, 2.80], [-1.53, -1.93, 3.28], [-0.54, -3.15, 4.12], [1.36, -1.89, 2.42], [1.67, -1.19, 3.69], [2.29, -1.82, 4.35], [0.76, -0.93, 4.25], [2.24, -0.26, 3.52], [2.14, -1.87, 1.23], [3.43, -1.17, 1.05], [3.42, -0.17, 1.51], [3.67, -1.05, -0.01], [4.25, -1.73, 1.51], [-0.74, -4.05, 0.19], [-0.49, -5.11, 0.40], [-0.75, -3.93, -0.90], [-1.75, -3.87, 0.56], [1.88, -2.85, -1.16], [2.43, -1.98, -1.56], [1.03, -3.02, -1.83], [2.55, -3.73, -1.24], [-2.82, 1.37, 4.12], [-2.62, 1.12, 5.15], [-3.07, 2.69, 3.75], [-3.08, 3.47, 4.51], [-3.33, 2.98, 2.41], [-3.54, 3.99, 2.08], [-3.32, 1.96, 1.47], [-3.51, 2.09, 0.41], [-2.97, 0.68, 1.96], [-2.54, -0.45, 1.15], [-3.01, -1.47, 1.25], [-1.60, -0.14, -1.37], [-3.80, -0.38, -1.64], [-4.82, -0.38, -1.27], [-3.21, -0.58, -2.85], [-3.67, -0.75, -3.78], [-1.83, -0.52, -2.66], [-0.84, -0.99, -3.54], [-1.04, -2.22, -4.17], [-0.07, -2.64, -5.08], [-0.22, -3.58, -5.62], [1.09, -1.89, -5.30], [2.08, -2.31, -6.36], [3.10, -2.07, -6.04], [1.90, -1.78, -7.31], [2.00, -3.38, -6.55], [1.30, -0.73, -4.56], [2.23, -0.16, -4.71], [0.35, -0.26, -3.67], [0.62, 1.00, -2.90], [-0.27, 1.63, -2.79], [1.38, 1.58, -3.44], [1.04, 0.80, -1.90], [-2.20, -3.10, -3.86], [-3.15, -2.68, -4.19], [-2.28, -3.36, -2.79], [-2.06, -4.04, -4.41], [0.67, 2.83, 4.05], [0.48, 3.55, 2.71], [0.99, 2.53, 1.27], [0.19, 3.32, -0.20], [-0.45, 4.69, -0.02], [2.76, 3.00, 1.05], [3.66, 2.87, 2.28], [0.32, 3.49, 4.86], [0.08, 1.91, 4.10], [1.72, 2.59, 4.25], [-0.58, 3.82, 2.58], [1.06, 4.48, 2.68], [0.97, 3.37, -0.98], [-0.57, 2.60, -0.56], [0.26, 5.44, 0.35], [-0.82, 5.04, -0.99], [-1.31, 4.65, 0.66], [3.13, 2.36, 0.24], [2.77, 4.04, 0.67], [3.38, 3.57, 3.07], [3.64, 1.85, 2.69], [4.69, 3.08, 1.99]]}

***

{"formula": "C3H7N3O", "method": "wB97M-V/def2-TZVPD", "e_homo_ev": -7.275, "homo_lumo_gap_ev": 7.69, "charge": 0, "relative_energy_ev": 3.4659, "elements": ["C", "N", "C", "O", "N", "C", "N", "H", "H", "H", "H", "H", "H", "H"], "positions_angstrom": [[2.40, -0.59, 0.25], [1.50, 0.69, 0.28], [0.26, 0.68, -0.50], [0.19, 1.29, -1.54], [-0.74, -0.07, 0.05], [-1.99, -0.19, -0.55], [-2.89, -0.89, -0.01], [2.40, -0.84, -0.82], [1.77, -1.34, 0.76], [2.05, 1.45, -0.10], [1.32, 0.90, 1.26], [-0.55, -0.68, 0.83], [-2.07, 0.39, -1.48], [-3.74, -0.87, -0.56]]}

***

no.,E (eV)
1,-138994.951
2,-26949.244
3,-8429.578
4,-74510.921
5,-15554.267
6,-97472.166
7,-55037.120
8,-9739.567